1.
{"formula": "C28H37BrFGeO5S5TeY", "method": "wB97M-V/def2-TZVPD", "species": ["C", "O", "H", "Br", "C", "H", "C", "F", "S", "H", "H", "C", "H", "H", "C", "S", "C", "H", "H", "H", "H", "H", "H", "S", "C", "C", "Ge", "C", "S", "C", "C", "H", "H", "H", "H", "H", "H", "H", "H", "C", "O", "C", "H", "C", "H", "H", "H", "O", "C", "H", "C", "H", "O", "H", "C", "C", "H", "C", "C", "H", "Y", "C", "H", "C", "H", "C", "C", "H", "H", "O", "C", "H", "S", "H", "H", "C", "C", "C", "H", "Te"], "positions_angstrom": [[-0.638, 3.637, 3.516], [1.064, -2.666, 1.237], [-4.680, -0.338, -0.762], [-1.744, 1.569, 1.922], [3.375, -2.807, -0.749], [4.822, 1.111, 2.601], [-3.127, 3.163, -1.191], [-0.223, 0.300, -1.235], [-2.493, -1.648, 0.964], [3.122, 0.634, 2.606], [-1.831, 6.072, 4.042], [-4.942, 1.772, -0.464], [2.587, -3.016, -1.470], [-5.916, 1.662, 0.000], [-4.249, 0.647, -0.895], [-0.552, -2.371, -1.697], [3.820, 1.399, 2.932], [4.684, 2.570, 0.624], [1.983, 5.635, 6.014], [-2.676, 4.144, -1.295], [0.924, 1.583, -5.592], [3.807, 1.401, 4.026], [2.959, 2.246, 0.359], [1.528, -2.312, 2.647], [0.040, 0.964, -5.479], [-1.792, -0.241, -6.450], [-2.136, -0.804, -2.267], [-0.334, 2.628, 2.630], [-1.711, -3.966, -1.161], [0.970, 2.305, 2.195], [-2.201, -0.625, -5.178], [1.805, 6.767, 4.667], [3.525, 3.913, 0.540], [-1.565, 4.421, 5.997], [3.055, 0.994, -2.237], [3.966, -0.412, -2.842], [-0.911, 5.738, 6.983], [5.454, 3.523, 2.742], [-0.343, 0.858, -7.592], [-2.983, 0.765, -1.464], [1.187, 1.365, 1.333], [4.438, 3.789, 3.044], [4.355, -3.057, -1.149], [1.282, 6.298, 5.503], [0.008, 4.233, 6.765], [-3.327, -1.761, -2.531], [4.397, 3.753, 4.135], [2.959, -1.976, 2.570], [1.679, 4.128, 3.643], [2.184, -0.487, -2.674], [-1.506, -0.221, -4.040], [-0.435, 6.998, 3.492], [1.240, -3.372, 3.586], [-4.918, 3.910, -0.270], [-4.383, 3.032, -0.615], [0.378, 4.426, 4.045], [0.989, 7.085, 6.204], [2.007, 3.107, 2.757], [-0.373, 0.579, -4.211], [-1.170, 7.354, 5.069], [0.204, -0.624, 0.710], [0.039, 5.543, 5.033], [-3.078, -1.256, -5.071], [-0.651, 4.949, 6.270], [-2.347, -0.569, -7.322], [3.462, 2.797, 2.405], [-0.908, 6.553, 4.370], [0.186, 0.888, -3.336], [4.248, 4.817, 2.721], [0.725, -1.061, 2.923], [-2.431, 2.037, -1.607], [-1.676, 3.796, 3.784], [-2.003, -3.631, 0.886], [2.488, 4.716, 4.052], [-1.439, 2.142, -2.022], [-0.668, 0.558, -6.603], [3.668, 2.883, 0.883], [3.107, -0.095, -2.252], [3.168, -3.337, 0.176], [3.286, -0.755, -0.227]], "orbital_gap_ev": 6.05, "charge": -2, "lumo_energy_ev": 3.928}

=====

2.
{"formula": "C3H5N3S", "method": "wB97M-V/def2-TZVPD", "species": ["N", "H", "N", "C", "N", "C", "H", "H", "H", "C", "S", "H"], "positions_angstrom": [[4.320, 0.020, -0.333], [0.263, -0.123, -1.579], [2.769, 1.492, 0.278], [0.440, 0.420, 0.613], [4.044, 1.177, -0.139], [1.838, 0.738, 0.420], [-0.195, 1.356, 0.756], [-1.221, -0.356, -0.350], [0.509, -0.224, 1.636], [-0.181, -0.466, -0.509], [3.409, -1.205, -0.082], [0.022, -1.552, -0.445]], "orbital_gap_ev": [8.79, 8.79], "lumo_energy_ev": [-0.044, -0.045]}

=====

3.
{"formula": "C29H27F2N5O10PRuS3", "method": "wB97M-V/def2-TZVPD", "species": ["C", "C", "H", "H", "H", "C", "S", "C", "H", "H", "C", "H", "C", "H", "N", "N", "H", "O", "O", "O", "C", "O", "H", "C", "C", "F", "H", "O", "O", "C", "C", "C", "F", "C", "H", "C", "H", "C", "N", "H", "H", "C", "C", "C", "O", "H", "C", "C", "H", "C", "H", "P", "O", "H", "C", "C", "O", "H", "C", "S", "C", "C", "H", "H", "O", "H", "N", "H", "H", "N", "C", "S", "C", "Ru", "H", "H", "C", "H"], "positions_angstrom": [[-0.901, -0.372, -3.286], [-2.667, 1.343, 1.675], [0.662, 2.005, -2.733], [1.206, 3.596, -3.307], [0.427, 0.836, 5.207], [-1.538, 0.211, -2.176], [-3.175, -2.292, 0.430], [6.405, -0.310, 2.888], [-3.458, 3.605, 0.454], [2.170, 5.071, 1.033], [0.342, 3.015, -2.989], [-0.304, -7.001, 1.254], [-2.898, 0.486, -2.232], [2.743, -0.661, -0.795], [5.236, -0.128, 0.833], [-1.725, -1.512, 0.464], [-0.390, 2.962, -3.793], [-3.972, -1.892, 1.549], [-2.378, 1.204, 0.450], [-1.424, 3.859, 0.262], [6.238, -0.942, 1.510], [0.470, -1.907, 0.530], [7.173, -0.925, 0.953], [-1.546, 1.058, 2.622], [0.555, -0.610, -3.216], [-4.906, 0.499, -3.452], [0.898, 5.597, -0.099], [-3.748, 1.739, 2.125], [-0.262, 3.670, -1.872], [-2.463, -3.893, 0.715], [-3.099, -5.109, 0.867], [-0.703, -2.349, 0.582], [-1.131, -1.322, -5.466], [-1.678, -0.688, -4.398], [1.452, 0.439, 2.880], [3.264, -0.975, -2.864], [7.139, 0.493, 2.875], [-1.428, 1.163, 4.020], [1.095, -0.515, -1.988], [0.794, -4.776, 0.976], [-2.849, 3.343, -1.191], [2.730, -1.035, -4.143], [-0.283, -4.880, 0.949], [-1.089, -3.774, 0.759], [-3.744, -2.256, -0.885], [0.472, 5.157, 1.574], [-2.388, 1.517, 5.109], [1.133, 4.939, 0.738], [3.366, -1.223, -4.998], [2.403, -0.712, -1.821], [-2.751, -7.194, 1.196], [-0.278, 2.991, -0.418], [0.993, 3.562, 0.355], [4.319, -1.128, -2.683], [-2.292, -6.223, 1.066], [-2.753, 3.953, -0.295], [-3.637, 1.765, 4.766], [-3.753, 1.770, 3.766], [-0.105, 0.865, 4.272], [2.944, 1.241, 1.085], [4.320, 0.480, 1.598], [-3.023, -0.409, -4.483], [-3.425, 0.895, -1.382], [-2.924, 4.999, -0.540], [-2.001, 1.564, 6.252], [-3.595, -0.672, -5.360], [0.480, 0.613, 3.096], [0.942, -0.914, -5.306], [6.680, -1.043, 3.642], [-0.381, 0.728, 2.079], [-0.903, -6.114, 1.103], [4.777, 0.393, 3.280], [1.372, -0.861, -4.322], [-0.368, 0.233, -0.242], [-4.177, -5.190, 0.831], [5.894, -1.977, 1.591], [-3.598, 0.197, -3.385], [5.017, -0.272, -0.140]], "spin_multiplicity": 6, "orbital_gap_ev": [7.26, 7.04], "lumo_energy_ev": [-0.240, -1.646]}

=====

Copy entry 2 word for word.
{"formula": "C3H5N3S", "method": "wB97M-V/def2-TZVPD", "species": ["N", "H", "N", "C", "N", "C", "H", "H", "H", "C", "S", "H"], "positions_angstrom": [[4.320, 0.020, -0.333], [0.263, -0.123, -1.579], [2.769, 1.492, 0.278], [0.440, 0.420, 0.613], [4.044, 1.177, -0.139], [1.838, 0.738, 0.420], [-0.195, 1.356, 0.756], [-1.221, -0.356, -0.350], [0.509, -0.224, 1.636], [-0.181, -0.466, -0.509], [3.409, -1.205, -0.082], [0.022, -1.552, -0.445]], "orbital_gap_ev": [8.79, 8.79], "lumo_energy_ev": [-0.044, -0.045]}